Below is a cluster of 8 separate species, C30H83N7O9 in total, with properties calculated with ωB97M-V/def2-TZVPD.

Last column: Mulliken charge in e.
Element x y z (Å)
C1 -3.2697 1.9856 -2.1143  -0.1507
O1 -4.1937 2.8166 -1.3573  -0.2611
C2 -5.4457 2.1416 -1.1523  -0.5485
C3 -6.3447 2.9206 -0.2053  0.5942
C4 -5.8107 3.2486 1.1897  -0.9883
N1 -7.5897 2.1366 -0.2523  -0.7589
H1 -2.2297 2.2076 -1.8443  0.1008
H2 -3.3157 2.3116 -3.2133  0.2844
H3 -3.3327 0.9296 -2.0353  -0.0476
H4 -5.9847 1.8296 -2.1133  0.2698
H5 -5.3027 1.2236 -0.6013  0.2214
H6 -6.5757 3.9056 -0.7163  0.1808
H7 -6.5387 3.7126 1.8257  0.4874
H8 -5.0047 3.9976 0.9747  0.2212
H9 -5.4137 2.5046 1.8807  -0.0395
H10 -7.7567 1.8986 -1.2243  0.3168
H11 -7.4347 1.2236 0.2217  0.2752
C5 1.4003 -3.8294 -1.2173  -0.7742
O2 2.7743 -3.6204 -1.3503  -0.0609
C6 3.5583 -4.7844 -1.5023  -1.2019
C7 4.9663 -4.3984 -1.7323  0.9758
C8 5.4133 -4.1764 -3.2233  -1.5381
N2 5.9103 -5.5044 -1.3093  -0.8029
H12 0.9643 -4.2694 -2.0343  0.7404
H13 0.9643 -2.8234 -1.1593  -0.3511
H14 1.1823 -4.4664 -0.3723  0.4963
H15 3.4533 -5.5624 -0.7773  0.3266
H16 3.1703 -5.1544 -2.4593  0.4205
H17 5.1673 -3.4904 -1.1713  0.2345
H18 5.7643 -5.0344 -3.7093  0.4631
H19 6.3373 -3.5584 -3.0903  0.3675
H20 4.7743 -3.5814 -3.9383  0.2816
H21 5.6093 -6.3454 -1.7913  0.2748
H22 5.6183 -5.7784 -0.4143  0.2878
C9 1.2493 8.1956 -2.7503  -0.8499
O3 1.0503 7.0726 -1.8723  -0.3010
C10 0.0103 6.1706 -2.2483  -0.9492
C11 -0.5017 5.5396 -0.9593  0.3598
C12 0.4123 4.5596 -0.3253  -1.5595
N3 -1.6307 4.7106 -1.3433  -0.0874
H23 1.8853 8.8356 -2.1463  0.2668
H24 0.3563 8.6936 -2.9543  0.3784
H25 1.6853 7.9956 -3.7513  0.2794
H26 -0.7747 6.7146 -2.8283  0.4627
H27 0.4393 5.4236 -2.8503  0.3379
H28 -0.9177 6.3956 -0.4313  0.3672
H29 0.7293 3.8416 -1.0203  0.3420
H30 -0.0677 4.0666 0.4917  0.4140
H31 1.3453 4.9546 0.0367  0.5554
H32 -2.2827 5.2696 -1.9803  0.2183
H33 -2.1347 4.4046 -0.5813  -0.1725
C13 2.8013 2.0566 0.1777  -1.3375
O4 2.1743 1.6686 -1.0583  0.4228
C14 3.0643 1.2636 -2.0273  -1.6601
C15 3.6713 -0.1014 -1.6393  1.4482
C16 4.7513 -0.3694 -2.6763  -1.8304
N4 2.5313 -0.9464 -1.8453  0.0705
H34 2.0583 2.4656 0.9207  0.1514
H35 3.6313 2.7736 0.0287  0.3729
H36 3.2463 1.2056 0.6997  0.3784
H37 2.6453 1.1956 -3.0473  0.2118
H38 3.9293 1.9266 -2.0893  0.5251
H39 4.1843 -0.2074 -0.6793  -0.0486
H40 5.5413 0.4026 -2.6323  0.4999
H41 4.3633 -0.4784 -3.6633  0.3832
H42 5.2603 -1.2844 -2.3833  0.3151
H43 2.0033 -1.0694 -0.9633  -0.5869
H44 2.9423 -1.9454 -1.9363  0.4870
C17 -0.5207 -0.7114 -2.5693  -1.3303
O5 -1.1207 -0.9824 -1.3243  0.6113
C18 -2.3777 -1.7244 -1.4023  -1.9059
C19 -2.5257 -2.3634 -0.0323  3.1243
C20 -1.3267 -3.1884 0.3647  -1.5446
N5 -3.6257 -3.2774 -0.2033  -0.7076
H45 -0.0207 -1.6304 -2.9203  0.2648
H46 0.3243 -0.0484 -2.4073  0.0420
H47 -1.2527 -0.4624 -3.2623  0.6732
H48 -3.1937 -1.0154 -1.6763  -0.1322
H49 -2.3797 -2.5424 -2.1483  0.5351
H50 -2.8947 -1.7584 0.8057  -0.9966
H51 -1.1847 -4.0564 -0.2703  0.4847
H52 -1.3707 -3.5634 1.2967  0.6841
H53 -0.4207 -2.6584 0.4597  -0.3220
H54 -3.5257 -4.1444 -0.8043  0.2465
H55 -4.2097 -3.5204 0.6297  0.2826
C21 -2.5517 2.6316 1.7567  -0.4613
O6 -1.6727 1.5786 2.1607  -0.2910
C22 -0.9767 1.0056 1.1027  0.2009
C23 0.0403 -0.0064 1.6737  2.0134
C24 0.8553 0.5096 2.7887  -1.9794
N6 0.9913 -0.3494 0.6697  2.0501
H56 -3.2617 2.2056 1.0417  0.0167
H57 -2.0987 3.4016 1.1457  -0.3675
H58 -3.0957 2.9876 2.6337  0.6219
H59 -1.7187 0.4936 0.5327  0.1494
H60 -0.4637 1.8046 0.5387  -0.1611
H61 -0.5237 -0.8434 2.1247  -1.1687
H62 1.7493 1.0146 2.5227  0.4307
H63 1.1103 -0.2464 3.5357  0.0771
H64 0.2663 1.1796 3.4507  0.2842
H65 1.4543 0.5716 0.4007  -1.0623
H66 0.4573 -0.5934 -0.1463  -0.2621
C25 0.4583 -3.2274 4.2257  -0.6984
O7 1.6563 -3.7484 3.6867  -0.4777
C26 2.1103 -3.3054 2.4357  0.7800
C27 3.5603 -3.0144 2.4857  0.3270
C28 4.0693 -2.1654 3.5957  -1.5632
N7 3.8993 -2.3984 1.2057  -0.6057
H67 -0.0077 -4.0414 4.5837  0.4741
H68 -0.1887 -2.7254 3.5447  0.0685
H69 0.6623 -2.5954 5.0437  0.2960
H70 2.0553 -4.1654 1.7137  -0.0998
H71 1.3793 -2.5884 2.0417  -0.4539
H72 4.0103 -3.9394 2.4267  0.6522
H73 5.1843 -2.1214 3.6307  0.3459
H74 3.7033 -2.5534 4.5467  0.3943
H75 3.7373 -1.1344 3.5827  0.2217
H76 3.3283 -1.6214 1.2487  -0.1142
H77 3.5203 -2.8854 0.4117  0.2652
O8 -5.1737 -1.4394 2.3667  -0.5827
C29 -4.1827 -0.5324 2.9097  -0.2766
C30 -3.0477 -1.1914 3.6467  0.1303
O9 -2.3637 -0.2714 3.9857  -0.4957
H78 -5.8547 -0.8674 1.9977  0.3235
H79 -3.8167 0.1956 2.1367  -0.0514
H80 -4.8157 0.0386 3.5387  0.4884
H81 -2.4767 -1.9324 3.0507  -0.2416
H82 -3.3437 -1.7564 4.5147  0.4458
H83 -2.1377 0.2746 3.2867  0.1850

**Energy above the lowest of the compared OMol25 structures with the same formula, charge and spin**: 162.2 kcal per mole
**HOMO level**: -8.743 eV
**E_LUMO**: 0.02019 Eh
**Multiplicity**: 1
**Gap between HOMO and LUMO**: 9.29 eV
**SMILES**: COC[C@H](C)N.COC[C@H](C)N.COC[C@H](C)N.COC[C@H](C)N.COC[C@H](C)N.COC[C@H](C)N.COC[C@H](C)N.OCCO